C46H43N4P3SSe2Zr as an isolated structure at a distorted geometry, computed with wB97M-V/def2-TZVPD.

Results
Molecular weight: 1026.0 g mol⁻¹
Total charge: +2
Strongest force on any atom: 0.0401 hartree/bohr
Energy: -8269.54998 a.u.
Energy above the lowest of the compared OMol25 structures with the same formula, charge and spin: 2.575 eV

Structure (XYZ):
```
100
Properties=species:S:1:pos:R:3:forces:R:3:lowdin_charge:R:1
Zr -0.49935 -0.33554 0.07131 -0.699 -1.422 -0.726 1.111
C 2.19569 -1.09263 2.12422 -0.039 -0.115 -0.169 -0.233
P 0.41068 -0.86412 2.60533 1.494 0.917 1.090 1.031
C 0.41026 -1.95773 4.06867 -0.546 -0.265 -0.448 -0.360
C 0.71822 -3.30268 3.85758 0.032 0.047 -0.013 -0.127
C 0.75926 -4.18350 4.92232 0.034 -0.033 -0.059 -0.059
C 0.47561 -3.73297 6.20316 -0.027 0.014 -0.024 -0.051
C 0.13585 -2.40693 6.41024 0.025 -0.055 0.056 -0.050
C 0.09336 -1.51747 5.34919 -0.026 0.087 -0.209 -0.073
C 0.32138 0.81636 3.32662 -0.310 -0.294 -0.315 -0.400
C 1.17767 1.32456 4.29840 0.049 0.013 -0.146 -0.088
C 0.99514 2.61415 4.76814 0.067 -0.089 0.038 -0.051
C -0.03724 3.39957 4.27851 -0.159 -0.054 -0.083 -0.042
C -0.89291 2.90677 3.30484 -0.073 0.150 0.022 -0.052
C -0.71269 1.61881 2.83628 0.043 -0.443 -0.102 -0.147
C 2.50645 -0.59980 0.74174 0.996 -0.203 0.492 -0.368
C 3.74485 -0.42042 0.17433 -0.606 -0.141 0.390 -0.013
C 3.54730 0.22810 -1.06536 -0.741 -0.080 -0.237 -0.009
C 2.19495 0.39449 -1.21508 0.692 0.525 -0.694 -0.395
C 1.43751 1.21639 -2.20859 -0.076 -0.234 -0.129 -0.281
P 0.14848 2.08379 -1.17064 1.134 0.395 -0.908 1.015
C -0.67203 3.18787 -2.36858 -0.269 -0.203 0.314 -0.362
C -0.94143 4.51569 -2.04142 0.152 -0.092 -0.023 -0.109
C -1.59575 5.33352 -2.94391 -0.007 -0.015 -0.121 -0.060
C -2.05671 4.81525 -4.14447 0.106 -0.013 -0.034 -0.061
C -1.82252 3.48604 -4.46162 0.057 0.148 -0.040 -0.068
C -1.11735 2.68057 -3.58695 0.195 0.000 -0.073 -0.114
C 1.32906 3.16234 -0.27958 -0.340 -0.191 0.276 -0.343
C 1.89023 4.28554 -0.88198 -0.016 -0.045 -0.005 -0.088
C 2.80553 5.05452 -0.18618 0.054 -0.014 -0.034 -0.051
C 3.19531 4.69471 1.09523 -0.040 -0.061 0.067 -0.050
C 2.68001 3.54773 1.67732 0.067 -0.020 0.007 -0.053
C 1.74919 2.78628 0.99237 -0.139 -0.118 -0.067 -0.101
N 1.53207 -0.12479 -0.11217 0.438 0.178 0.445 -0.222
H 2.42072 -2.16220 2.21715 -0.111 0.162 0.038 0.088
H 2.83158 -0.57393 2.85472 -0.178 -0.161 -0.058 0.103
H 0.92362 -3.65879 2.85454 0.044 -0.058 0.023 0.099
H 1.01885 -5.21805 4.75570 0.012 -0.086 -0.011 0.114
H 0.51563 -4.41831 7.03475 -0.003 -0.062 0.100 0.116
H -0.09293 -2.05874 7.40414 -0.040 0.050 0.132 0.116
H -0.17629 -0.48704 5.52516 -0.051 0.033 0.030 0.103
H 1.97958 0.71446 4.68852 0.083 -0.047 0.062 0.119
H 1.65376 3.00484 5.52837 0.068 0.043 0.077 0.121
H -0.18986 4.39137 4.67138 0.016 0.156 0.016 0.118
H -1.70061 3.52220 2.93728 -0.064 0.026 -0.059 0.111
H -1.39862 1.18844 2.08883 -0.035 0.278 0.323 0.023
H 4.68921 -0.69447 0.59850 0.210 -0.051 0.216 0.115
H 4.30700 0.54167 -1.75241 0.140 0.131 -0.188 0.116
H 1.01139 0.62046 -3.02700 -0.056 0.281 0.224 0.030
H 2.09388 1.97237 -2.65248 -0.138 -0.071 0.102 0.110
H -0.61765 4.91113 -1.08836 -0.051 0.058 0.012 0.111
H -1.75871 6.37428 -2.71021 -0.053 0.092 0.074 0.118
H -2.59921 5.44989 -4.82784 -0.031 0.062 -0.106 0.116
H -2.18984 3.07026 -5.38764 0.009 0.016 -0.134 0.114
H -0.91632 1.65541 -3.86105 0.002 -0.037 0.010 0.050
H 1.62016 4.56082 -1.89106 -0.016 0.058 -0.032 0.110
H 3.21871 5.93342 -0.65397 0.088 0.109 -0.042 0.115
H 3.90645 5.29955 1.63626 0.081 0.068 0.022 0.114
H 2.99757 3.23670 2.66227 0.054 0.030 0.037 0.104
H 1.36257 1.87277 1.43454 0.197 0.407 -0.049 0.059
Se -3.18196 -0.62535 0.50659 -0.525 0.209 -0.127 0.434
P -3.17780 -0.06561 -1.60138 -0.614 0.649 -0.378 0.317
Se -1.26715 -0.76011 -2.48916 -0.298 0.280 0.245 0.454
C -4.44866 -0.82005 -2.66129 0.342 0.014 0.287 -0.417
C -4.23782 -0.72655 -4.03697 0.067 0.023 0.098 -0.141
C -5.18116 -1.23283 -4.90858 -0.040 0.013 -0.012 -0.051
C -6.31191 -1.86374 -4.40817 0.003 0.005 0.060 -0.046
C -6.50763 -1.97565 -3.04019 -0.062 -0.005 -0.007 -0.051
C -5.58473 -1.43781 -2.15518 0.130 0.101 0.097 -0.075
C -3.51934 1.74525 -1.60291 0.009 -0.702 0.116 -0.385
C -3.11476 2.51203 -0.51262 -0.023 -0.064 0.338 -0.177
C -3.55662 3.81390 -0.37978 -0.070 -0.097 -0.014 -0.067
C -4.37868 4.36901 -1.34906 -0.049 -0.068 0.046 -0.050
C -4.74887 3.62210 -2.45432 -0.044 -0.050 0.019 -0.049
C -4.33548 2.30488 -2.57982 0.079 -0.022 0.108 -0.066
H -3.34034 -0.25519 -4.41859 0.001 -0.006 -0.068 0.082
H -5.03249 -1.13428 -5.97284 0.000 -0.041 -0.093 0.117
H -7.04570 -2.26977 -5.08661 -0.061 -0.052 -0.074 0.117
H -7.38584 -2.48253 -2.66708 -0.034 0.026 0.061 0.117
H -5.74115 -1.49203 -1.08556 -0.035 -0.066 0.024 0.094
H -2.47135 2.08660 0.26245 -0.371 0.177 -0.230 0.026
H -3.27770 4.39095 0.48742 0.088 0.100 0.085 0.113
H -4.72943 5.38326 -1.23282 -0.049 0.084 -0.034 0.121
H -5.37958 4.05218 -3.21633 -0.079 0.061 -0.065 0.121
H -4.65826 1.71640 -3.42512 -0.068 0.009 -0.050 0.105
C -2.79188 -3.20050 3.09446 0.026 0.031 -0.120 -0.080
C -2.66891 -4.22815 1.97456 -0.308 -0.033 0.266 -0.216
C -1.62939 -3.88656 0.97564 0.320 0.151 -0.341 -0.581
N -1.01616 -2.75837 0.91418 -0.415 -0.622 0.393 -0.170
N -0.17784 -2.60936 -0.14694 0.092 -0.101 -0.236 -0.176
C -0.14954 -3.67370 -0.92407 -0.059 -0.296 -0.045 -0.673
N 0.57617 -3.77317 -2.03652 0.013 0.073 -0.095 0.147
S -1.18442 -4.96181 -0.34312 0.348 0.710 0.072 1.171
H -3.65877 -3.42894 3.70664 -0.069 -0.038 0.050 0.092
H -2.92426 -2.19661 2.68386 0.028 -0.099 0.136 0.005
H -1.91056 -3.20890 3.72889 0.025 0.047 0.051 0.056
H -3.62228 -4.29744 1.44183 0.014 -0.081 -0.060 0.126
H -2.47179 -5.21925 2.38720 0.003 -0.042 -0.030 0.124
H 1.14455 -2.99881 -2.35371 -0.063 -0.141 0.150 0.119
H 0.51704 -4.59288 -2.61878 0.051 0.101 0.019 0.123
```
Forces are in eV/Å.

C46H43N6O2P2S2Sn as an isolated structure, computed with wB97M-V/def2-TZVPD.

Results
Molecular weight: 956.7 g mol⁻¹
Total charge: +3
Strongest force on any atom: 0.0157 hartree/bohr
Energy: -3950.28286 a.u.
Energy above the lowest of the compared OMol25 structures with the same formula, charge and spin: 0.463 eV

Structure (XYZ):
```
102
Properties=species:S:1:pos:R:3:forces:R:3:lowdin_charge:R:1
Sn 0.80438 -0.35203 -0.61455 0.202 0.171 -0.312 1.105
C -3.14090 -0.35878 -1.72613 -0.041 -0.160 0.192 -0.101
P -2.59793 1.05400 -2.66747 -0.096 -0.362 -0.028 1.185
C -3.75982 1.99812 -3.60584 0.038 0.068 0.164 -0.319
C -3.80757 1.71874 -4.97518 -0.058 0.045 -0.041 -0.061
C -4.72715 2.39356 -5.75866 -0.008 0.011 -0.026 -0.033
C -5.57360 3.33629 -5.18440 0.006 -0.006 0.003 -0.019
C -5.50260 3.62299 -3.82598 -0.012 0.019 -0.017 -0.036
C -4.58974 2.95781 -3.02490 -0.017 0.044 -0.065 -0.067
C -1.00661 0.79745 -3.40569 0.037 0.115 -0.030 -0.372
C -0.70409 -0.45639 -3.94483 -0.005 0.008 -0.017 -0.112
C 0.51069 -0.64310 -4.58788 0.012 -0.023 -0.004 -0.057
C 1.42016 0.40600 -4.67627 0.040 -0.004 -0.040 -0.035
C 1.10767 1.65622 -4.15099 -0.006 0.015 0.030 -0.028
C -0.11300 1.86618 -3.52977 0.015 -0.075 -0.013 -0.069
C -2.73927 0.79108 -0.81454 0.251 0.466 -0.608 -0.465
C -3.67099 1.67261 -0.09712 -0.068 -0.185 -0.008 -0.003
C -2.94518 2.31715 0.82337 0.091 0.028 0.289 0.033
C -1.57881 1.81510 0.73475 -0.123 0.071 -0.125 -0.343
C -0.45634 2.34190 1.55532 0.059 0.029 -0.149 -0.282
P 1.08376 2.60706 0.53275 -0.164 -0.084 0.092 1.003
C 2.30004 2.94617 1.82798 0.207 -0.114 -0.024 -0.398
C 3.48091 2.20275 1.79083 0.013 0.251 -0.036 -0.147
C 4.46133 2.38511 2.75972 -0.080 0.022 0.001 -0.087
C 4.26083 3.31084 3.77376 0.018 -0.035 0.007 -0.049
C 3.08502 4.05355 3.82096 -0.006 0.031 0.010 -0.048
C 2.10983 3.87499 2.85367 -0.078 -0.026 0.023 -0.082
C 0.71622 4.19923 -0.27662 0.002 -0.039 0.010 -0.358
C 1.52622 5.32051 -0.11962 0.049 -0.014 -0.067 -0.071
C 1.19882 6.51529 -0.75142 0.015 -0.007 -0.005 -0.045
C 0.06699 6.60232 -1.54676 -0.018 -0.018 -0.002 -0.050
C -0.73363 5.48030 -1.73227 0.029 -0.025 -0.002 -0.067
C -0.40432 4.28744 -1.10733 -0.077 0.085 0.036 -0.134
N -1.44917 0.89527 -0.19680 -0.159 -0.028 0.594 -0.007
H -4.20524 -0.56374 -1.73839 -0.017 -0.029 -0.014 0.120
H -2.51498 -1.24345 -1.70329 0.025 0.028 -0.017 0.078
H -3.13986 0.99228 -5.42446 -0.026 0.011 0.015 0.116
H -4.78298 2.18585 -6.81898 -0.004 0.009 0.024 0.126
H -6.28945 3.85994 -5.80500 0.020 -0.012 0.015 0.128
H -6.15284 4.37232 -3.39380 0.016 -0.024 -0.016 0.125
H -4.51363 3.19966 -1.97334 -0.002 0.014 -0.056 0.094
H -1.42569 -1.26449 -3.89401 0.035 -0.006 0.000 0.115
H 0.74049 -1.60020 -5.04276 -0.010 0.030 0.025 0.125
H 2.37677 0.25557 -5.16202 -0.038 -0.018 0.037 0.108
H 1.81244 2.47329 -4.24129 -0.024 -0.023 -0.002 0.130
H -0.36260 2.84761 -3.14630 0.041 -0.061 -0.081 0.092
H -4.73346 1.74327 -0.28286 0.072 -0.005 -0.039 0.136
H -3.29124 3.05327 1.53494 0.055 -0.023 -0.042 0.137
H -0.76575 3.24333 2.08216 -0.008 0.048 -0.042 0.104
H -0.15985 1.60410 2.30133 -0.088 0.001 0.070 0.035
H 3.64608 1.50060 0.98203 -0.006 0.099 0.005 0.062
H 5.38689 1.82271 2.71129 -0.006 0.054 -0.027 0.110
H 5.02494 3.46511 4.52528 -0.017 0.012 -0.021 0.119
H 2.93711 4.78327 4.60704 0.003 -0.035 -0.018 0.120
H 1.20185 4.46671 2.89689 0.039 0.010 -0.014 0.116
H 2.42394 5.26689 0.48241 -0.034 0.017 0.051 0.107
H 1.83527 7.38092 -0.61920 -0.022 -0.025 0.005 0.121
H -0.19131 7.53842 -2.02524 0.024 -0.037 0.005 0.120
H -1.60846 5.53737 -2.36989 0.018 0.009 0.040 0.111
H -1.03122 3.41465 -1.27441 -0.037 0.050 0.131 0.070
N -0.00014 -5.37330 -4.57984 -0.013 0.065 0.195 0.210
C -0.25337 -4.99636 -3.52397 -0.031 -0.024 -0.067 -0.153
C -0.56299 -4.43951 -2.23242 0.030 -0.086 -0.143 -0.178
C -1.37614 -5.08035 -1.30293 -0.033 -0.067 0.002 0.041
C -1.62294 -4.44785 -0.09465 -0.019 -0.044 0.020 -0.002
C -1.06828 -3.20266 0.14007 -0.014 0.049 -0.132 -0.128
N -0.28995 -2.58250 -0.76116 -0.107 -0.034 0.197 -0.080
C -0.03405 -3.19896 -1.91441 0.023 0.084 0.075 -0.126
H -1.80019 -6.05124 -1.52478 0.007 0.010 0.007 0.144
H -2.23864 -4.91619 0.66110 0.001 0.016 -0.025 0.129
H -1.24574 -2.67905 1.07111 0.014 -0.016 -0.020 0.081
H 0.62706 -2.69514 -2.60768 -0.005 0.065 -0.059 0.101
S 0.60392 -0.81669 1.99943 -0.018 -0.230 0.039 0.620
C 2.07796 -1.13734 2.79880 0.099 0.199 -0.195 -1.003
N 2.11430 -1.43144 4.07446 0.086 -0.047 0.174 -0.021
C 3.41866 -1.79044 4.65303 -0.005 0.076 -0.058 -0.154
C 4.47279 -1.23071 3.69576 -0.087 -0.024 -0.052 -0.341
S 3.63731 -1.06861 2.07809 0.034 -0.359 0.068 0.991
H 1.25994 -1.52167 4.60832 -0.002 0.009 0.006 0.161
H 3.48642 -2.87350 4.74315 -0.034 -0.060 -0.040 0.135
H 3.51259 -1.35365 5.64370 -0.016 0.020 0.028 0.139
H 5.31882 -1.90187 3.58362 0.025 -0.006 0.023 0.095
H 4.82608 -0.24579 3.98951 -0.039 0.045 0.031 0.074
O 7.37785 0.61846 -4.74844 -0.054 -0.144 0.065 -0.008
C 7.16754 -0.70151 -5.14758 0.047 0.061 0.082 -0.219
N 6.46898 -1.49452 -4.12843 -0.022 0.074 -0.032 0.117
C 5.22406 -1.15731 -3.76900 0.027 -0.020 -0.019 -0.431
O 4.59608 -0.24503 -4.29522 -0.004 -0.025 0.005 0.052
C 4.57393 -1.94454 -2.65834 0.059 -0.029 -0.039 -0.080
C 4.93011 -3.22023 -2.24882 0.026 -0.035 -0.037 0.033
C 4.20231 -3.83511 -1.23588 0.038 -0.053 -0.026 -0.011
C 3.14178 -3.15808 -0.67077 -0.072 0.100 -0.028 -0.153
N 2.78597 -1.92432 -1.06429 0.101 -0.011 0.055 -0.093
C 3.49248 -1.34288 -2.03499 -0.106 -0.047 0.113 -0.113
H 6.53309 1.08031 -4.79960 0.006 0.034 -0.046 0.085
H 8.13948 -1.15963 -5.29401 0.056 -0.020 -0.042 0.138
H 6.59252 -0.76566 -6.06835 -0.073 0.025 -0.080 0.136
H 7.00670 -2.13058 -3.56588 0.017 -0.003 0.059 0.140
H 5.74246 -3.75579 -2.72623 -0.016 0.012 0.031 0.132
H 4.44990 -4.83323 -0.90037 -0.012 0.022 -0.019 0.126
H 2.54352 -3.61151 0.11250 0.017 0.045 -0.013 0.117
H 3.18865 -0.35413 -2.36728 -0.007 0.005 0.031 0.092
```
Forces are in eV/Å.